C22H29N3O6S | the ωB97M-V functional and the def2-TZVPD basis

The HOMO energy is -7.48 eV. For the energy above the lowest of the compared OMol25 structures with the same formula, charge and spin, the calculation gives 320.3 kJ/mol. Its SMILES is COc1ccc(N2CCN(S(=O)(=O)CCNC(=O)COc3ccccc3OC)CC2)cc1. The calculation puts the gap between HOMO and LUMO at 8.01 eV.

Each line ends with the natural charge from an NBO analysis.
Element x y z (Å)
O: 0.653 0.444 0.816  -0.969
C: 0.045 -2.738 1.450  -0.256
H: 2.235 -0.164 -3.635  0.215
H: -3.356 0.054 -1.863  0.208
H: 4.227 -2.740 1.295  0.222
H: 0.204 -1.689 1.710  0.195
C: 1.733 -0.729 -2.865  -0.235
H: 4.423 -2.489 -0.452  0.205
N: 3.354 0.013 1.380  -0.630
C: 1.830 -1.861 -0.733  0.304
H: -0.503 4.677 -0.509  0.191
C: -3.115 -0.061 -0.817  -0.239
H: 3.152 1.663 2.628  0.217
H: -0.540 4.095 1.170  0.247
H: -2.760 3.361 0.932  0.218
C: -2.565 -0.369 1.858  -0.231
C: -0.768 3.832 0.138  -0.248
O: -3.257 -2.610 1.838  -0.504
S: 0.845 1.859 0.988  2.341
H: -3.632 -4.574 1.845  0.198
H: 3.480 -0.855 -1.658  0.226
C: 0.401 -1.070 -2.996  -0.229
C: -1.568 2.232 -1.936  -0.221
C: -3.611 -3.765 1.116  -0.257
C: -3.340 -1.284 -0.213  -0.283
H: -0.825 -3.114 1.986  0.196
H: 0.580 2.524 -2.223  0.189
C: 3.898 -2.135 0.444  -0.161
O: 2.511 -2.345 0.361  -0.520
H: 4.523 1.689 1.476  0.248
O: 0.525 2.433 2.262  -0.954
C: 2.437 -1.122 -1.739  -0.309
H: 0.924 -3.329 1.716  0.184
H: -1.270 -2.026 -2.047  0.227
H: 0.143 1.032 -1.350  0.253
H: -2.871 -3.990 0.342  0.186
H: -0.154 -0.783 -3.876  0.212
H: -4.603 -3.669 0.661  0.173
C: -0.226 -1.769 -1.981  -0.237
C: -0.103 2.087 -1.482  -0.259
O: -0.272 -2.860 0.075  -0.509
H: -1.822 1.410 -2.603  0.219
N: 0.093 2.723 -0.197  -0.707
C: -2.330 0.845 1.248  -0.267
O: 5.389 -0.242 0.415  -0.629
C: 3.467 1.431 1.606  -0.248
H: 2.720 3.289 0.759  0.242
C: -2.265 3.464 -0.031  -0.228
H: -1.710 3.175 -2.474  0.195
H: 2.420 -0.375 1.444  0.434
H: -2.346 -0.504 2.905  0.223
C: 4.300 -0.682 0.719  0.647
C: -3.066 -1.451 1.138  0.287
H: -3.736 -2.093 -0.806  0.217
C: 2.597 2.218 0.635  -0.649
H: -1.906 1.640 1.840  0.221
H: 2.777 1.923 -0.395  0.240
H: -2.768 4.268 -0.583  0.196
C: -2.602 1.021 -0.108  0.207
C: 0.457 -2.160 -0.835  0.257
N: -2.449 2.246 -0.790  -0.460

---

C22H29N5 | the ωB97M-V functional and the def2-TZVPD basis

The HOMO energy is -7.32 eV. For the energy above the lowest of the compared OMol25 structures with the same formula, charge and spin, the calculation gives 48.5 kJ/mol. Its SMILES is CCN1CCN(c2cc(C(C)C)nc3c(-c4ccccc4)c(C)nn23)CC1. The calculation puts the gap between HOMO and LUMO at 7.97 eV.

Each line ends with the natural charge from an NBO analysis.
Element x y z (Å)
H: -2.833 -2.848 -0.286  0.208
H: -0.930 4.397 1.634  0.198
H: 0.746 -4.063 0.183  0.230
H: -5.632 0.178 -0.213  0.214
C: -0.424 4.319 -1.092  -0.598
N: -0.162 -0.380 0.513  -0.184
C: 3.872 0.322 -0.911  -0.220
C: 1.990 -0.863 0.148  -0.219
C: 3.411 -0.745 -0.138  0.046
H: 0.355 5.546 1.258  0.210
C: 0.414 3.753 0.056  -0.245
C: 1.213 -2.014 0.379  0.213
C: -1.086 1.759 0.505  -0.431
H: 3.163 1.050 -1.270  0.233
H: 5.557 1.277 -1.809  0.209
N: 1.241 1.505 0.074  -0.499
C: -3.524 -2.318 0.369  -0.220
C: 4.337 -1.667 0.346  -0.236
C: -2.725 -1.491 1.397  -0.260
H: -3.586 -2.127 -2.208  0.200
C: 0.185 2.273 0.215  0.301
C: -1.280 0.390 0.653  0.467
H: -4.587 -0.534 -3.683  0.217
C: 5.681 -1.537 0.046  -0.210
H: 6.387 -2.261 0.430  0.209
H: -0.217 3.780 -2.014  0.214
H: 4.013 -2.476 0.980  0.207
H: -1.487 4.238 -0.875  0.197
H: -2.993 -0.532 -1.719  0.164
H: -5.863 -1.103 -2.601  0.214
H: 0.721 4.080 2.171  0.216
C: -4.859 -0.361 0.334  -0.232
N: -2.493 -0.158 0.889  -0.402
N: -0.064 -1.713 0.586  -0.348
H: -1.912 2.433 0.642  0.226
C: 1.076 0.195 0.224  0.360
C: 0.119 4.490 1.363  -0.598
H: -5.141 0.494 -2.368  0.196
H: -4.129 -3.061 0.901  0.192
C: 5.215 0.447 -1.206  -0.206
H: 2.042 -3.732 1.332  0.222
H: -3.551 1.296 -0.154  0.206
C: -4.938 -0.535 -2.655  -0.618
C: 6.126 -0.485 -0.735  -0.225
C: -3.706 0.607 0.681  -0.234
H: 2.366 -3.621 -0.404  0.230
H: -3.289 -1.401 2.334  0.180
H: 7.176 -0.388 -0.970  0.209
H: -5.313 -0.752 1.248  0.199
C: -3.886 -1.177 -1.758  -0.212
H: -1.771 -1.975 1.597  0.275
N: -4.416 -1.497 -0.440  -0.445
H: -3.963 1.195 1.573  0.194
H: 1.474 3.877 -0.185  0.223
C: 1.621 -3.444 0.368  -0.646
H: -0.186 5.369 -1.244  0.211

---

C22H29N9S3Ti | the ωB97M-V functional and the def2-TZVPD basis

The HOMO energy is -7.34 eV. For the energy above the lowest of the compared OMol25 structures with the same formula, charge and spin, the calculation gives 192.6 kJ/mol. The calculation puts the gap between HOMO and LUMO at 6.02 eV.

Each line ends with the natural charge from an NBO analysis.
Element x y z (Å)
H: 0.408 7.117 0.100  0.219
H: -3.325 4.909 -0.011  0.228
N: -2.734 -1.670 -6.006  -0.407
H: -2.087 7.004 0.163  0.213
C: -0.102 3.675 0.003  -0.208
H: 1.989 -5.376 3.932  0.224
H: 0.532 0.417 1.723  0.479
C: -2.548 -0.227 -2.903  0.683
N: 1.172 -0.734 -0.196  -0.290
C: -2.616 -2.270 0.573  -0.219
H: -0.735 -0.234 3.651  0.202
N: -2.756 -0.106 -4.115  -0.641
N: 1.423 -1.559 0.865  -0.561
C: -0.119 6.130 0.016  -0.209
H: 3.227 -2.468 -0.514  0.247
H: -4.179 -1.511 1.785  0.228
H: 2.752 0.984 -5.401  0.230
C: 3.327 -1.532 -0.943  -0.688
C: 1.697 -0.112 -2.383  0.183
H: -0.756 1.414 2.098  0.411
H: -0.923 1.766 -3.191  0.234
C: 2.036 -0.833 -1.144  0.286
S: 3.041 0.309 2.084  -0.403
H: -0.290 -1.366 2.461  0.224
C: -2.474 -0.663 2.633  -0.405
C: -2.831 -0.968 -5.105  0.429
H: 2.869 -1.970 3.677  0.408
C: 0.805 1.500 -4.448  -0.234
H: -1.064 -2.285 -0.796  0.392
N: -1.248 -1.910 0.128  -0.841
C: 1.808 -4.291 3.993  -0.627
H: 2.498 -3.958 4.843  0.211
C: 2.064 0.852 -4.579  -0.127
C: -1.448 3.676 -0.014  -0.223
H: -2.667 -1.428 3.412  0.210
H: -3.213 -2.484 -0.322  0.219
N: -0.541 0.473 1.756  -0.895
H: 1.244 -3.672 1.945  0.202
C: 2.292 -1.245 1.824  0.287
H: 0.460 2.197 -5.190  0.238
C: 2.102 -3.644 2.642  -0.228
H: -2.903 0.285 2.954  0.220
C: 0.610 4.940 -0.085  -0.195
H: 1.652 5.049 0.023  0.219
S: -2.270 2.129 -0.285  -0.048
N: 2.597 -2.285 2.729  -0.639
C: -0.969 -0.550 2.660  -0.241
Ti: -0.800 0.400 -0.421  1.307
H: 3.338 -0.603 -3.733  0.228
C: 2.480 -0.008 -3.564  -0.218
H: -2.447 -3.240 1.073  0.193
N: 0.446 0.497 -2.346  -0.467
C: -2.191 4.876 0.037  -0.189
H: -3.463 -0.384 0.634  0.234
H: 3.919 -0.980 -0.215  0.283
H: 0.785 -4.050 4.407  0.212
C: -1.493 6.071 0.085  -0.241
S: 0.899 2.268 -0.123  -0.068
C: -3.224 -1.160 1.363  -0.426
H: 3.861 -1.637 -1.867  0.215
H: -0.529 -2.339 0.674  0.415
C: 0.061 1.260 -3.348  0.081
N: -2.300 -0.252 -1.749  -0.738
H: 2.850 -4.192 2.049  0.184

---

C22H29NO2Tm | the ωB97M-V functional and the def2-TZVPD basis

The HOMO energy (alpha / beta) is -16.24 / -16.24 eV. As for the spin multiplicity: 3. The calculation puts the gap between HOMO and LUMO (alpha / beta) at 5.23 / 3.69 eV. The net charge is +3.

Each line ends with the natural charge from an NBO analysis.
Element x y z (Å)
C: -3.380 2.747 -2.403  -0.325
C: 5.355 -1.083 -0.197  0.003
C: -3.325 -1.736 1.716  -0.417
H: -2.042 -3.629 1.756  0.237
H: 5.606 3.172 0.851  0.450
O: 7.401 1.066 1.434  -0.804
H: -3.783 -2.228 2.640  0.264
H: -2.829 1.785 0.063  0.236
H: -2.514 3.073 -1.740  0.218
H: -4.315 -1.552 -0.277  0.241
O: 3.061 2.855 1.904  -0.436
Tm: 8.155 1.121 3.643  1.943
C: -0.215 -1.414 0.859  -0.429
C: -3.626 1.136 -0.422  -0.337
H: -0.767 -3.168 -0.505  0.234
C: -2.821 1.637 -3.394  -0.635
H: 1.088 1.282 1.404  0.253
H: -0.294 -0.149 -1.056  0.210
H: -0.608 -1.224 1.912  0.217
H: 1.854 -1.718 -1.083  0.264
H: -1.949 1.079 -2.924  0.209
C: 5.164 0.220 0.509  -0.200
N: 5.351 2.370 1.453  -0.733
H: -1.790 -1.694 -0.719  0.180
C: 1.167 0.833 0.362  -0.453
H: -2.482 2.084 -4.374  0.273
C: 7.744 -2.395 -0.090  -0.138
H: 1.133 1.727 -0.347  0.246
C: -1.289 -2.344 0.079  -0.398
H: -5.290 1.529 -1.925  0.253
C: 3.891 2.125 1.438  0.666
H: -3.627 0.857 -3.578  0.231
C: 3.770 0.776 0.660  -0.033
C: -4.460 -1.132 0.768  -0.400
H: 8.666 -2.999 0.062  0.281
C: 2.535 0.106 0.103  0.036
C: -4.471 2.077 -1.380  -0.324
C: -4.518 0.465 0.751  -0.330
C: -2.457 -2.879 1.013  -0.410
C: -0.130 -0.040 0.068  -0.409
C: 4.131 -1.764 -0.765  -0.147
H: -4.080 0.830 1.742  0.261
H: 4.302 -2.739 -1.313  0.273
H: -3.118 0.304 -1.011  0.236
C: 6.770 -1.691 -0.323  -0.087
H: 0.772 -1.943 0.988  0.214
C: 2.739 -1.180 -0.641  -0.155
H: -1.017 0.584 0.424  0.212
H: -3.798 3.659 -2.926  0.295
H: -5.581 0.871 0.702  0.260
H: -3.191 -3.464 0.363  0.226
H: -4.879 2.930 -0.745  0.253
C: 6.162 1.202 1.171  0.733
H: -5.460 -1.469 1.198  0.291
H: -2.712 -0.867 2.103  0.205

---

Number 1: E -50874.119 eV. Number 2: E -30735.249 eV. Number 3: E -92317.260 eV. Number 4: E -58363.278 eV.